Density functional theory data (wB97M-V/def2-TZVPD) for an isolated molecule of C4H9F2N.

The geometry in XYZ format:
```
16
Properties=species:S:1:pos:R:3:forces:R:3:mulliken_charge:R:1
H 0.831 -2.021 -1.075 0.2 0.8 1.4 0.323
H 1.813 0.354 -1.366 -0.7 0.7 0.4 0.264
H 0.908 1.602 -0.586 0.2 1.1 -1.0 0.240
H 0.651 -2.370 0.663 -0.9 -0.5 0.9 0.415
F -1.126 -0.215 -1.368 0.4 -0.1 1.0 -0.351
N 1.471 0.789 -0.499 0.3 -1.1 0.0 -0.532
C 0.653 -0.103 0.269 0.2 -3.0 1.5 0.065
F -1.543 -0.935 0.668 -0.7 -1.9 0.9 -0.315
C -1.552 1.319 0.377 -1.0 1.3 -2.7 -1.233
H -1.913 1.157 1.340 -0.4 0.3 1.9 0.375
C 1.068 -1.675 -0.010 1.3 2.0 -1.4 -1.362
C -0.887 -0.003 0.025 0.9 2.2 -2.3 0.913
H -0.875 2.214 0.319 -0.7 -0.9 0.1 0.312
H -2.538 1.530 -0.281 2.5 -0.6 1.3 0.285
H 0.865 0.142 1.386 -0.7 -0.7 -1.6 0.228
H 2.175 -1.784 0.139 -0.9 0.4 -0.3 0.372
```
Positions in Å, forces in eV/Å.

Properties
Structure (SMILES): C[C@@H](N)C(C)(F)F
F_max, eV/Å: 3.39
Gap between HOMO and LUMO, eV: 10.64
LUMO level, eV: 1.033
Energy above the lowest of the compared OMol25 structures with the same formula, charge and spin, kcal per mole: 6.5

***

Density functional theory data (wB97M-V/def2-TZVPD) for the ion C4H9FN3 with charge +1.

The geometry in XYZ format:
```
17
Properties=species:S:1:pos:R:3:forces:R:3:mulliken_charge:R:1
H 0.709 -0.977 -1.059 0.0 0.0 0.0 0.375
H -1.144 -2.195 -0.438 0.8 -0.7 -0.1 0.205
H -2.533 1.480 0.356 -1.2 -1.0 0.2 0.251
H -3.570 -0.046 0.269 1.2 1.7 0.4 0.228
F 3.720 -0.688 0.215 -0.1 0.8 0.6 -0.199
H -2.749 -1.835 0.264 2.3 0.0 -1.1 0.235
C 1.939 0.846 -0.520 2.0 -0.7 -0.4 -0.625
C 0.689 0.000 -0.601 3.9 -0.8 -1.1 -0.278
H 2.576 0.740 -1.567 -1.7 0.7 2.8 0.306
N -2.678 0.466 0.497 0.3 0.1 -0.1 -0.462
C 2.969 0.334 0.699 -2.4 -1.3 -2.6 -0.107
H -0.236 1.319 0.442 -1.0 -0.1 -0.2 0.254
N -0.421 0.435 -0.043 -1.1 0.9 1.8 -0.083
C -1.553 -0.232 0.184 -1.8 -0.7 -1.1 0.744
H 1.682 1.879 -0.177 0.2 -0.5 -0.9 0.291
H 2.395 0.008 1.590 0.7 0.3 0.0 0.270
N -1.796 -1.534 -0.112 -2.1 1.3 1.5 -0.406
```
Positions in Å, forces in eV/Å.

Properties
F_max, eV/Å: 4.14
Gap between HOMO and LUMO (spin up / spin down), eV: 8.14 / 7.89
LUMO level (spin up / spin down), eV: -4.427 / -3.679
Net charge: +1
Energy above the lowest of the compared OMol25 structures with the same formula, charge and spin, kcal per mole: 79.5

***

Density functional theory data (wB97M-V/def2-TZVPD) for the ion C4H9FN3 with charge +1.

The geometry in XYZ format:
```
17
Properties=species:S:1:pos:R:3:forces:R:3:mulliken_charge:R:1
H -2.433 -0.649 -1.234 -0.1 0.6 1.2 0.286
N -0.153 -0.183 -1.433 2.0 -0.5 1.2 -0.451
C -0.591 1.814 -0.142 0.9 -2.9 -2.5 0.325
H 1.189 -1.725 -0.697 0.2 0.2 -0.8 0.429
H 2.971 -0.734 1.037 0.0 -0.2 0.1 0.351
H -2.228 -0.084 0.594 -0.6 -0.5 -0.7 0.355
N -0.967 0.739 -0.800 -1.3 1.3 1.5 0.291
C 2.018 -1.018 1.486 0.1 -0.8 3.0 -0.837
H 1.882 -2.136 1.495 0.2 1.0 -0.2 0.305
H 0.409 0.154 -2.216 -0.4 0.4 0.0 0.306
H 2.069 -0.724 2.635 -0.3 -0.4 -2.6 0.261
C 0.766 -0.759 -0.429 -0.1 0.0 2.4 -0.064
H -2.957 0.966 -0.669 -1.1 0.3 0.1 0.429
C -2.283 0.167 -0.482 0.5 -0.5 -0.1 -0.890
F 0.548 2.222 -0.569 0.4 1.3 1.0 -0.161
N 0.942 -0.338 0.780 -0.8 0.2 -3.3 -0.328
H -1.181 2.289 0.643 0.2 0.3 -0.4 0.394
```
Positions in Å, forces in eV/Å.

Properties
Structure (SMILES): C/N=C/N/[N+](C)=C\F
F_max, eV/Å: 3.98
Gap between HOMO and LUMO, eV: 9.33
LUMO level, eV: -5.035
Net charge: +1
Energy above the lowest of the compared OMol25 structures with the same formula, charge and spin, kcal per mole: 71.0

***

Density functional theory data (wB97M-V/def2-TZVPD) for the ion C4H9FN3 with charge +1.

The geometry in XYZ format:
```
17
Properties=species:S:1:pos:R:3:forces:R:3:mulliken_charge:R:1
H 0.358 2.065 -1.750 -1.3 -0.4 0.2 0.390
H 0.922 2.671 -0.239 -0.3 -1.4 -0.2 0.316
H -1.466 -1.345 0.962 -0.1 0.2 -0.4 0.386
C 0.729 1.698 -0.793 1.7 2.9 -1.4 -1.487
H -1.016 1.002 0.252 -0.2 -0.3 -0.7 0.454
H 0.066 0.471 2.973 -0.4 -0.2 0.1 0.390
H -1.508 -1.961 -0.657 -0.1 0.3 -1.5 0.366
H 1.657 1.351 -1.175 1.3 -0.6 0.4 0.349
N 0.604 -0.020 1.028 2.0 0.6 2.9 -0.368
F 0.443 -1.412 4.247 0.0 0.0 -0.1 -0.116
C -0.002 0.727 -0.045 -2.5 0.6 2.7 0.502
H 1.028 -1.096 -0.486 -0.5 0.3 -0.8 0.348
N 0.183 -0.704 -0.052 0.9 -2.9 -3.1 0.249
C -0.849 -1.693 0.123 -1.7 0.1 2.3 -0.986
H -0.429 -2.566 0.551 0.9 -1.0 0.1 0.450
N 0.681 -1.490 2.893 -0.3 -0.4 -0.8 -0.222
C 0.309 -0.403 2.369 0.5 2.4 0.2 -0.020
```
Positions in Å, forces in eV/Å.

Properties
Structure (SMILES): C[C@@H]1N(/C=N/F)[N@H+]1C
F_max, eV/Å: 4.34
Gap between HOMO and LUMO, eV: 11.28
LUMO level, eV: -3.412
Net charge: +1
Energy above the lowest of the compared OMol25 structures with the same formula, charge and spin, kcal per mole: 128.4

***

Density functional theory data (wB97M-V/def2-TZVPD) for the ion C4H9FNO with charge +1.

The geometry in XYZ format:
```
16
Properties=species:S:1:pos:R:3:forces:R:3:mulliken_charge:R:1
H 1.727 1.180 1.230 -0.2 0.5 -1.0 0.347
H 0.698 0.700 -1.688 0.3 0.0 2.4 0.240
H 2.729 1.219 -0.076 0.7 -0.5 -0.4 0.326
C 0.699 0.547 -0.529 -1.4 -2.2 -0.2 -0.559
H -1.155 -2.478 -0.057 0.5 -1.2 0.1 0.403
O -1.759 -0.805 0.685 -0.7 1.2 0.8 -0.239
H 1.550 2.356 -0.073 0.4 -1.7 1.1 0.403
H 0.916 -1.661 -0.680 2.2 -1.9 -2.1 0.353
H 0.893 -1.176 0.925 0.0 0.3 0.2 0.357
C -1.954 0.446 0.634 1.5 -1.2 -4.5 0.173
C 0.537 -0.938 -0.075 -1.7 2.2 0.6 -0.556
N 1.765 1.337 0.197 -1.4 1.7 -0.4 -0.338
H -1.226 -1.215 -1.262 -0.4 0.1 -0.5 0.362
H -2.130 0.898 1.506 -0.9 2.1 3.2 0.471
C -0.943 -1.464 -0.257 1.1 1.4 -0.4 -0.562
F -2.347 1.053 -0.481 0.1 -0.7 0.9 -0.180
```
Positions in Å, forces in eV/Å.

Properties
F_max, eV/Å: 4.84
Gap between HOMO and LUMO (spin up / spin down), eV: 7.00 / 8.08
LUMO level (spin up / spin down), eV: -4.592 / -4.067
Net charge: +1
Energy above the lowest of the compared OMol25 structures with the same formula, charge and spin, kcal per mole: 94.1

***

Density functional theory data (wB97M-V/def2-TZVPD) for a structure of composition C4H9FO2.

The geometry in XYZ format:
```
16
Properties=species:S:1:pos:R:3:forces:R:3:mulliken_charge:R:1
O -1.676 -1.056 0.452 3.2 4.7 2.1 -0.575
H 2.201 -1.900 0.184 -0.7 0.7 -0.4 0.306
H 1.170 -1.281 -1.212 0.8 -0.4 -1.6 0.350
H -2.150 1.660 -0.307 0.9 -0.1 2.0 0.287
C -0.593 0.345 -0.078 0.0 -4.3 -0.9 0.772
F -0.654 0.297 -1.507 0.1 0.0 1.9 -0.308
C 0.879 -0.078 0.349 -1.3 -0.1 -0.4 0.136
H -1.453 1.223 1.508 -0.8 0.5 -0.9 0.306
C -1.283 1.507 0.443 -0.4 1.7 -0.1 -1.161
H -1.829 -1.391 -0.375 -0.7 -1.5 -3.4 0.264
C 1.242 -1.462 -0.175 -1.4 -0.8 1.0 -1.221
H 0.923 -0.012 1.407 -0.2 -0.1 1.1 0.420
H -0.671 2.476 0.487 -0.5 -1.5 -0.4 0.275
O 1.787 0.898 -0.094 -0.1 0.5 -1.3 -0.553
H 0.395 -2.192 -0.006 1.0 0.8 0.3 0.306
H 1.712 0.965 -1.076 0.2 -0.1 1.0 0.397
```
Positions in Å, forces in eV/Å.

Properties
F_max, eV/Å: 6.05
Gap between HOMO and LUMO, eV: 11.26
LUMO level, eV: 0.811
Energy above the lowest of the compared OMol25 structures with the same formula, charge and spin, kcal per mole: 37.4

***

Density functional theory data (wB97M-V/def2-TZVPD) for an isolated molecule of C4H9FO2.

The geometry in XYZ format:
```
16
Properties=species:S:1:pos:R:3:forces:R:3:mulliken_charge:R:1
C -1.315 -0.866 0.546 1.8 2.5 -0.9 -0.170
O 0.880 0.089 0.640 0.5 2.3 -3.5 -0.336
H -0.509 -0.976 1.428 -2.7 -0.2 -2.3 0.236
C -1.642 0.689 0.091 1.6 -1.8 -3.9 -0.592
H -2.349 -1.055 0.740 -0.5 -1.6 0.2 0.379
H 1.503 -1.447 -0.883 0.8 2.0 2.0 0.227
H -2.429 1.071 0.635 -0.9 1.3 2.2 0.468
H 2.673 0.102 -0.181 -0.7 -2.6 -0.4 0.301
H -2.371 0.446 -0.881 2.6 0.8 1.4 0.233
C 0.718 1.079 -0.373 -1.3 3.2 -0.2 -0.329
O -0.537 1.794 -0.134 -1.0 -4.1 0.4 -0.403
H 2.063 -1.233 0.932 1.5 -1.6 -0.1 0.313
H 1.527 1.940 -0.448 -1.2 -1.6 1.0 0.294
H 0.770 0.699 -1.425 -0.6 -0.5 0.9 0.343
F -0.841 -1.597 -0.697 -1.1 1.3 2.9 -0.321
C 1.859 -0.736 0.010 1.2 0.7 0.3 -0.642
```
Positions in Å, forces in eV/Å.

Properties
Structure (SMILES): COCOCCF
F_max, eV/Å: 4.54
Gap between HOMO and LUMO, eV: 11.01
LUMO level, eV: 1.029
Energy above the lowest of the compared OMol25 structures with the same formula, charge and spin, kcal per mole: 103.5

***

Density functional theory data (wB97M-V/def2-TZVPD) for a cluster of 2 separate species, C4H9FP in total.

The geometry in XYZ format:
```
15
Properties=species:S:1:pos:R:3:forces:R:3:mulliken_charge:R:1
H -1.445 0.768 0.270 -0.2 1.0 -0.7 0.407
H 1.432 -2.624 -0.183 -3.2 0.7 3.4 0.336
H -1.636 -0.288 1.661 0.1 0.0 -0.3 0.356
C 0.446 -2.285 0.856 2.2 0.9 -1.3 -0.795
H 1.661 1.213 1.787 0.6 0.4 -0.4 0.341
C 1.835 1.606 0.774 0.2 -1.1 -1.2 -0.848
H 1.238 -1.751 1.667 -1.9 -2.1 -1.4 0.347
C -1.405 -0.242 0.574 1.6 -1.6 1.7 -1.120
F 2.784 -0.282 -0.431 -1.7 -1.6 -0.2 -0.248
H 1.245 2.454 0.566 -0.9 1.0 0.1 0.359
C -0.063 -0.874 0.436 2.5 -1.2 0.2 0.463
H -2.081 -0.938 0.142 -1.1 -0.3 -0.7 0.367
H -0.288 -3.220 1.216 2.2 2.9 -1.0 0.344
H 2.913 1.873 0.426 -2.0 -1.1 0.8 0.298
P 1.197 0.139 -0.461 1.6 2.0 1.1 0.391
```
Positions in Å, forces in eV/Å.

Properties
F_max, eV/Å: 4.76
Gap between HOMO and LUMO, eV: 8.07
LUMO level, eV: -6.405
Net charge: +1
Energy above the lowest of the compared OMol25 structures with the same formula, charge and spin, kcal per mole: 39.0